(1)
41
Properties=species:S:1:pos:R:3 method="wB97M-V/def2-TZVPD" e_homo_ev=-2.35 s2=6.0074 lumo_ev=2.694 spin_multiplicity=5 total_charge=-1 orbital_gap_ha=0.1852
C 1.40 -1.03 -3.86
C -0.01 -1.02 -4.19
C -0.70 -1.82 -3.20
C 0.29 -2.34 -2.27
C 1.59 -1.84 -2.68
Pm 0.19 0.12 -1.80
C -1.01 2.14 -2.85
C 0.44 2.35 -3.06
C 1.15 2.79 -4.19
N 1.44 1.89 -2.23
H -1.76 -1.99 -3.17
H -0.46 -0.50 -5.01
H 0.08 -2.91 -1.38
H 2.53 -1.98 -2.17
H 2.16 -0.45 -4.37
H -1.71 1.91 -3.66
H 2.37 2.30 -2.35
H -1.54 2.73 -2.07
H 0.61 2.98 -5.07
H 2.19 2.91 -4.02
C -2.19 0.52 3.28
C -0.74 0.48 2.82
C 0.07 1.32 3.78
O -0.65 1.11 1.56
B -0.53 0.05 0.72
O -0.53 -1.23 1.20
C -0.22 -0.97 2.58
C 1.31 -1.12 2.76
C -0.88 -2.07 3.39
H -2.25 0.20 4.32
H -2.86 -0.09 2.66
H -2.54 1.56 3.25
H -0.33 2.33 3.75
H -0.01 0.94 4.81
H 1.13 1.35 3.48
H 1.57 -1.05 3.83
H 1.60 -2.13 2.43
H 1.89 -0.37 2.20
H -1.97 -2.05 3.29
H -0.51 -3.04 3.03
H -0.61 -1.97 4.45

---

(2)
46
Properties=species:S:1:pos:R:3 method="wB97M-V/def2-TZVPD" e_homo_ev="-5.47 / -5.47" lumo_ev="2.464 / 2.464" spin_multiplicity=1 total_charge=-1 relative_energy_ev=0.000 orbital_gap_ha="0.2915 / 0.2916"
Pd -0.07 -0.16 0.44
N 1.11 -1.81 -0.13
N 1.91 -1.76 -1.29
C 2.55 -0.51 -1.66
O 3.42 -0.66 -2.53
O 2.08 0.53 -1.15
H 1.63 -1.97 0.73
H 0.39 -2.51 -0.24
H 2.54 -2.55 -1.38
Cl -1.55 1.41 1.21
C 0.34 -0.40 -4.38
C 0.74 0.82 -3.57
Sb -0.34 1.09 -1.75
C 0.59 2.91 -1.10
C 1.15 3.85 -2.17
C -2.25 1.77 -2.42
C -2.23 2.77 -3.57
H 0.90 -0.45 -5.32
H -0.72 -0.39 -4.64
H 0.55 -1.31 -3.83
H 0.61 1.75 -4.13
H 1.78 0.76 -3.24
H 1.39 2.55 -0.47
H -0.14 3.41 -0.46
H 1.95 3.36 -2.74
H 1.58 4.74 -1.70
H 0.40 4.19 -2.88
H -2.71 2.19 -1.53
H -2.83 0.89 -2.69
H -1.75 3.70 -3.28
H -3.24 3.00 -3.91
H -1.68 2.38 -4.44
Br -1.86 -5.31 6.49
C -1.13 -3.65 5.92
C -0.72 -2.74 6.88
C -0.19 -1.53 6.46
C -0.06 -1.25 5.10
C -0.48 -2.17 4.16
C -1.02 -3.39 4.57
C -0.37 -1.88 2.68
O 0.34 -0.85 2.40
O -0.92 -2.64 1.87
H -0.82 -2.97 7.93
H 0.13 -0.80 7.19
H 0.35 -0.31 4.76
H -1.36 -4.09 3.82